[1]
This record from the Open Molecules 2025 dataset describes C2F3NO4S2Zn as an isolated structure at a distorted geometry. The level of theory is ωB97M-V with the def2-TZVPD basis set.

- Electronic energy: -3307.1647 Eh
- LUMO: -0.9324 eV
- HOMO-LUMO gap: 6.847 eV

Last column: Löwdin charge in e.
CARTESIAN COORDINATES (ANGSTROEM)
Zn1 -0.87571 -1.65342 0.46411  0.883
N1 -1.55581 0.08244 1.37807  -0.378
S1 -3.01981 -0.71427 1.85550  0.785
O1 -2.50286 -2.19779 1.41395  -0.765
S2 1.22386 0.05241 0.21459  1.065
O2 0.99598 -1.45743 0.08458  -0.514
O3 -0.09913 0.80709 -0.26080  -0.427
C1 2.14484 0.33592 -1.39734  -0.774
F1 3.39574 -0.05201 -1.20831  0.140
F2 1.60753 -0.35816 -2.37748  0.162
F3 2.11786 1.61816 -1.69807  0.157
O4 -2.00367 2.28080 0.66374  0.157
C2 -1.42882 1.25626 0.86747  -0.492

=====

[2]
This record from the Open Molecules 2025 dataset describes an isolated ion of composition C7H15N4 and charge +1. The level of theory is ωB97M-V with the def2-TZVPD basis set.

- Electronic energy: -494.4847 Eh
- LUMO: -2.4559 eV
- ΔE to the lowest compared entry with this formula, charge and spin: 0.689 eV
- HOMO-LUMO gap: 9.742 eV
- Total charge: +1
- SMILES: C[NH+](C)[C@H](NN)c1cc[nH]c1

Last column: Löwdin charge in e.
CARTESIAN COORDINATES (ANGSTROEM)
C1 0.46771 0.20437 2.28706  -0.047
C2 -0.12439 -0.18494 3.45620  -0.088
C3 -1.66100 -0.38125 1.87339  -0.056
C4 -0.51188 0.07884 1.26860  -0.236
C5 1.08602 -0.03960 -2.15694  -0.001
C6 0.55048 -1.84680 -0.61976  0.008
C7 -0.33905 0.45112 -0.16019  -0.240
N1 -1.40586 -0.53396 3.19033  0.049
N2 -0.79251 2.68139 -1.08733  0.022
N3 0.05270 1.82108 -0.37078  -0.097
N4 0.80552 -0.40711 -0.76132  -0.149
H1 1.47707 0.54773 2.17455  0.109
H2 0.28146 -0.23247 4.44574  0.124
H3 -2.62195 -0.59261 1.44920  0.129
H4 0.23246 -0.30081 -2.78035  0.113
H5 1.26911 1.03159 -2.21760  0.098
H6 1.96203 -0.57421 -2.51763  0.112
H7 -0.32727 -2.12011 -1.20305  0.116
H8 1.40460 -2.41696 -0.97968  0.113
H9 0.37166 -2.09261 0.42515  0.105
H10 -1.23269 0.20298 -0.74567  0.167
H11 -2.07518 -0.84346 3.87677  0.168
H12 -0.82244 2.42765 -2.06871  0.078
H13 -1.74058 2.72997 -0.71612  0.091
H14 0.33640 2.28206 0.48692  0.132
H15 1.62641 -0.16081 -0.19856  0.180

=====

[3]
This record from the Open Molecules 2025 dataset describes C29H22BrClINOPPtS as an isolated structure at a distorted geometry. The level of theory is ωB97M-V with the def2-TZVPD basis set.

- Electronic energy: -5438.9958 Eh
- LUMO (spin up / spin down): 0.4760 / 0.0790 eV
- ΔE to the lowest compared entry with this formula, charge and spin: 1.074 eV
- HOMO-LUMO gap (spin up / spin down): 6.852 / 7.071 eV
- 2S+1: 2

Last column: Löwdin spin population.
CARTESIAN COORDINATES (ANGSTROEM)
Pt1 0.12158 0.22449 -0.17244  0.595
O1 2.17820 0.40458 -1.33401  0.043
N1 2.85448 -0.69716 -1.60290  0.009
C1 3.80013 -0.64433 -2.57344  -0.001
C2 4.53683 -1.74274 -2.92624  0.005
C3 4.28635 -2.95506 -2.28314  -0.001
C4 3.31675 -3.00574 -1.30930  0.011
C5 2.59154 -1.86085 -0.94126  0.020
S1 1.42428 -1.87650 0.31644  0.162
H1 3.89805 0.32435 -3.04126  0.000
H2 5.29364 -1.65142 -3.69240  0.000
H3 4.84559 -3.84508 -2.54262  0.000
H4 3.09100 -3.92736 -0.79068  0.003
Cl1 -2.69756 1.86376 -1.47754  0.020
C6 -3.86809 0.83248 -0.72920  0.002
C7 -5.18725 1.26986 -0.75192  0.000
C8 -6.18829 0.47963 -0.21952  0.000
C9 -5.87497 -0.74849 0.33478  0.001
C10 -4.56188 -1.18297 0.36238  0.003
C11 -3.51886 -0.41318 -0.16119  0.014
P1 -1.78797 -1.07894 -0.07178  0.055
C12 -1.84354 -1.99241 1.51621  0.001
C13 -1.30161 -1.35557 2.63096  -0.001
C14 -1.34779 -1.95560 3.88343  0.000
C15 -1.93248 -3.20438 4.03133  0.000
C16 -2.46643 -3.85101 2.92563  0.000
C17 -2.42422 -3.25115 1.67471  0.001
C18 -1.86666 -2.37334 -1.35800  0.009
C19 -2.56496 -2.12875 -2.53965  0.006
C20 -2.60325 -3.08671 -3.54377  -0.001
C21 -1.94252 -4.29584 -3.37904  0.006
C22 -1.21192 -4.53014 -2.22133  0.000
C23 -1.16185 -3.57086 -1.21756  0.006
H5 -5.41170 2.23444 -1.18883  0.000
H6 -7.21414 0.82638 -0.24522  0.000
H7 -6.65520 -1.37302 0.75604  0.000
H8 -4.33667 -2.14669 0.80235  0.000
H9 -0.83850 -0.38698 2.51224  -0.002
H10 -0.92796 -1.44475 4.74160  0.000
H11 -1.97504 -3.67455 5.00636  0.000
H12 -2.92545 -4.82579 3.03884  0.000
H13 -2.84005 -3.77058 0.82143  0.000
H14 -3.08805 -1.18763 -2.67356  0.000
H15 -3.15540 -2.89475 -4.45665  0.000
H16 -1.99350 -5.05649 -4.14861  0.000
H17 -0.67861 -5.46550 -2.09494  0.000
H18 -0.58411 -3.75267 -0.32391  0.000
Br1 0.60320 2.66060 -2.31354  0.008
C24 1.32398 4.03492 -1.22375  0.001
C25 1.89330 5.10363 -1.90332  0.000
C26 2.32750 6.22144 -1.20578  0.001
C27 2.21685 6.27722 0.17358  0.000
C28 1.71840 5.18532 0.87406  0.001
C29 1.26919 4.06316 0.18352  -0.002
I1 0.46860 2.40008 1.27561  0.025
H19 1.97021 5.05893 -2.98009  0.000
H20 2.73915 7.06015 -1.75355  0.000
H21 2.51362 7.17075 0.70742  0.000
H22 1.67700 5.21611 1.95357  0.000

=====

[4]
This record from the Open Molecules 2025 dataset describes C4H8N2O2 as an isolated structure at a distorted geometry. The level of theory is ωB97M-V with the def2-TZVPD basis set.

- Electronic energy: -417.0266 Eh
- LUMO: 0.2978 eV
- ΔE to the lowest compared entry with this formula, charge and spin: 6.241 eV
- HOMO-LUMO gap: 9.922 eV

Last column: Löwdin charge in e.
CARTESIAN COORDINATES (ANGSTROEM)
C1 0.26219 -1.64523 -0.40210  -0.107
C2 0.53852 -0.17662 -0.59136  -0.397
C3 1.91994 0.15581 -0.00090  -0.256
C4 -0.90646 0.71054 1.17550  -0.348
H1 0.84084 -2.03543 0.75339  0.170
H2 -1.01247 -1.83963 -0.34639  0.139
H3 0.71677 -2.25214 -1.38356  0.124
H4 0.73648 0.04932 -1.72083  0.182
H5 2.13456 1.22906 0.00595  0.125
H6 -1.94632 0.68723 -1.46345  0.166
H7 -0.01947 0.19006 1.71039  0.156
H8 -2.51670 1.88645 1.27349  0.064
N1 -0.41643 0.82989 -0.07271  -0.119
N2 -1.83369 1.29107 1.79470  0.094
O1 2.79322 -0.55828 0.41473  0.063
O2 -1.29096 1.47789 -1.14687  -0.058

=====

[5]
This record from the Open Molecules 2025 dataset describes an isolated ion of composition C4H11ClN3 and charge +1 at a distorted geometry. The level of theory is ωB97M-V with the def2-TZVPD basis set.

- Electronic energy: -783.2083 Eh
- LUMO: -3.5795 eV
- ΔE to the lowest compared entry with this formula, charge and spin: 0.000 eV
- HOMO-LUMO gap: 10.487 eV
- Total charge: +1
- SMILES: C/[NH+]=C/N[C@](C)(N)Cl

Last column: Löwdin charge in e.
CARTESIAN COORDINATES (ANGSTROEM)
C1 -1.05993 0.28084 0.63652  -0.113
C2 2.58500 0.67828 0.41318  -0.068
C3 -3.14845 -0.47396 -0.22220  -0.030
C4 1.33532 -0.12305 0.01960  -0.905
N1 1.25744 -0.06983 -1.45325  0.049
N2 0.22501 0.54476 0.75605  0.049
N3 -1.74122 -0.61228 -0.07798  0.004
Cl1 1.30545 -1.82323 0.52964  0.727
H1 -1.69889 1.06693 1.10153  0.177
H2 2.85582 0.56422 1.46205  0.092
H3 3.54052 0.48106 -0.20468  0.136
H4 2.23891 1.62411 0.16623  0.060
H5 -3.53838 -0.73419 0.78484  0.116
H6 -3.52237 -1.17676 -0.94894  0.105
H7 -3.24748 0.60825 -0.41500  0.110
H8 2.10891 0.28886 -1.89480  0.095
H9 1.04051 -1.00968 -1.76710  0.056
H10 0.65188 1.27912 1.47814  0.226
H11 -1.18805 -1.39345 -0.36383  0.113

=====

[6]
This record from the Open Molecules 2025 dataset describes C6H9N2O8Ru as an isolated structure. The level of theory is ωB97M-V with the def2-TZVPD basis set.

- Electronic energy: -1040.1928 Eh
- LUMO (spin up / spin down): -0.1218 / -2.3085 eV
- HOMO-LUMO gap (spin up / spin down): 9.682 / 8.215 eV
- 2S+1: 6

Last column: Löwdin spin population.
CARTESIAN COORDINATES (ANGSTROEM)
Ru1 -1.10243 1.10938 0.76129  3.921
O1 -2.00689 -0.92609 -0.39134  0.071
C1 -0.99316 -1.52988 -1.20762  0.003
C2 0.35314 -1.41077 -0.53361  0.008
N1 0.71808 -0.00193 -0.33828  0.146
C3 0.88673 0.73918 -1.59948  0.007
C4 -0.38505 1.40065 -2.09849  0.020
O2 -0.53074 1.61841 -3.27102  0.028
O3 -1.24179 1.74059 -1.15138  0.226
C5 1.85738 0.18020 0.57070  0.009
C6 1.81621 1.59735 1.11039  0.021
O4 2.80436 2.27830 1.17497  0.030
O5 0.60708 1.95463 1.50370  0.257
H1 -2.17851 -1.49914 0.36839  0.001
H2 -1.02263 -1.00385 -2.15939  0.000
H3 -1.22068 -2.57834 -1.39620  0.002
H4 1.11752 -1.93018 -1.12434  0.004
H5 0.30093 -1.87467 0.44986  0.000
H6 1.28143 0.10178 -2.39278  0.003
H7 1.59260 1.55585 -1.43460  0.000
H8 2.81562 0.00382 0.08111  0.004
H9 1.74035 -0.49312 1.42092  0.000
O6 -0.93815 -0.77987 2.17354  0.092
N2 -1.80111 -0.27979 2.96447  0.006
O7 -2.10404 -0.76446 4.00102  0.029
O8 -2.36625 0.79195 2.51817  0.114